Formula: C28H38N2O10S
Source: the Open Molecules 2025 dataset
Level of theory: wB97M-V/def2-TZVPD

Element x y z (Å)
H 2.0942 -0.4360 1.0067
H 4.8874 1.6803 -2.4776
O 1.0494 -2.5769 1.3605
H -1.3546 -2.3920 -0.6557
C 0.4327 2.3793 -2.1325
H -4.8965 1.8361 0.1354
O -0.4245 -0.9759 1.7566
H 4.6600 1.5347 2.5180
O -4.4934 -2.7949 0.6154
O 3.3155 0.0135 2.1550
H -2.6020 2.6301 -0.5103
H 1.1594 -4.3817 -1.2643
H 1.3456 -1.3165 2.9654
C 2.3754 0.7142 -2.0396
C -1.1675 -2.7419 0.5826
C -0.2335 -2.1001 1.3162
O -5.1183 -1.6319 -1.4408
C 3.7541 -1.7994 0.5331
O -1.6483 -0.7086 -1.9463
H -6.2188 -0.0612 0.0284
H -6.2942 -1.2116 1.5845
C 4.1823 2.3822 -2.6885
H -2.1734 -2.7929 0.8392
H -3.2413 -1.7424 -2.3443
H 4.2083 2.5994 -3.9531
N 0.0284 2.5463 1.4413
H 4.2405 -2.5493 0.9846
H -4.8819 -2.2379 -3.1826
H 1.8712 -3.3973 -2.3892
H 5.1606 -1.1538 -0.7793
H -4.1863 -3.2882 -1.8512
C 3.9236 0.8389 1.6387
H 2.2540 1.7361 0.5332
H 3.5027 2.8492 0.7054
H 4.4190 3.4436 -2.2761
N -1.9429 0.9039 0.0437
H 1.8754 3.9502 -2.4588
C -2.1912 2.1283 0.4454
C 4.8413 -0.7828 -0.0470
H 2.6124 -5.0007 -2.2232
H 3.1951 -0.2096 -2.2707
O 1.0023 3.3975 1.7087
H -2.1611 0.8239 2.5784
C 1.9767 2.7085 2.2933
C 1.6920 -1.8723 2.2841
C 2.7729 -1.1127 1.4144
H -1.2006 4.4107 0.8117
C 4.7252 0.5511 0.4110
C 0.0221 1.3269 -1.7445
H -3.4597 1.4380 3.4652
H -1.9827 2.6029 3.2636
C 3.0958 1.9946 1.2520
C 2.9099 -3.6408 -0.6467
O 3.0459 -2.3201 -0.5129
O -2.4429 1.6097 -2.2696
H -4.1785 -0.2349 2.1613
H 2.4910 -2.6496 2.6346
C -4.3850 1.3346 1.0156
C 2.0719 -4.2264 -1.7201
C -3.3603 2.4425 1.5425
O 3.1911 -4.3864 0.3656
C -5.7836 -0.6921 0.7233
C -2.8000 1.8656 2.7399
H -0.8836 -3.8276 0.2870
H 0.8502 -0.8204 -1.7587
H -1.3558 0.5860 0.6643
C -1.0262 3.0970 0.6917
C 2.7445 2.1712 -2.6831
C 1.1322 0.3937 -1.8789
H 1.7631 1.7090 2.8540
H 2.5459 3.2399 2.8513
H 5.6150 1.2514 0.5104
H -3.7476 3.2335 1.7800
C 1.8088 2.9689 -2.4021
H -0.3463 3.4424 -2.1534
S -1.4437 0.8240 -1.6796
C -4.7480 0.1810 1.3470
C -5.0824 -1.8254 0.0524
C -4.3524 -2.2509 -2.1252

Computed properties:
charge	0
LUMO	-0.22	eV
DFT total energy	-63914.3653	eV
HOMO-LUMO gap	8.4	eV
HOMO	-8.57	eV
F_max	0.372	Eh/bohr